1.
57
Properties=species:S:1:pos:R:3:forces:R:3:mulliken_charge:R:1 method="wB97M-V/def2-TZVPD" homo_lumo_gap_ha=0.32141 energy_ha=-1341.608154 smiles="C=CCOc1ccc(CN(C)C(=O)CNC(=O)c2ccc(-c3ccccc3)cc2)cc1"
C -7.375938 3.042490 -3.214527 0.0 0.1 0.0 -0.74
C -6.459705 2.724764 -4.108718 0.1 -0.2 -0.1 -0.02
C -6.552258 1.545356 -5.034391 -0.3 0.1 -0.1 -0.60
O -5.295276 0.992141 -5.368036 0.2 0.0 0.0 -0.45
C -4.583497 0.336999 -4.409610 0.3 -0.2 0.0 0.93
C -4.980595 0.168408 -3.086997 -0.3 0.1 -0.1 -0.19
C -4.170612 -0.528661 -2.209019 0.2 -0.1 -0.1 -0.87
C -2.958105 -1.064790 -2.618582 0.1 -0.1 0.0 0.31
C -2.086912 -1.785870 -1.625190 -0.2 -0.2 0.1 -1.36
N -1.648775 -0.890673 -0.562484 0.0 -0.1 -0.4 0.17
C -0.707367 0.119464 -0.978719 0.2 0.2 0.0 -1.00
C -2.147113 -1.062045 0.675240 0.1 0.2 0.3 1.17
O -2.958232 -1.933299 0.941187 -0.3 -0.2 0.2 -0.69
C -1.640432 -0.132023 1.781919 -0.3 0.1 0.1 -1.30
N -0.236092 -0.317732 2.059858 -0.2 -0.3 0.1 -0.07
C 0.672708 0.680713 1.957141 -0.1 0.0 0.0 0.42
O 0.373625 1.789794 1.548285 0.1 0.2 0.0 -0.67
C 2.064447 0.317541 2.338836 0.4 0.1 0.1 0.62
C 3.107101 0.987410 1.703725 -0.2 0.0 0.0 -0.79
C 4.419775 0.707107 2.021031 0.0 -0.1 0.1 -0.66
C 4.726694 -0.245173 2.991631 -0.3 0.0 0.0 0.45
C 6.124140 -0.544727 3.335287 0.3 -0.1 0.1 0.35
C 7.058431 0.480935 3.460633 -0.1 0.0 0.0 -0.46
C 8.371696 0.199059 3.787395 0.1 0.0 0.0 -0.56
C 8.774314 -1.111018 3.986396 0.1 0.0 0.0 -0.42
C 7.854362 -2.138503 3.860756 0.1 -0.1 0.1 -0.55
C 6.538736 -1.858500 3.541701 -0.1 0.1 0.0 -0.46
C 3.679955 -0.900162 3.638255 0.1 0.0 0.0 -0.90
C 2.364929 -0.624238 3.318899 -0.1 0.1 -0.2 -0.48
C -2.563717 -0.887206 -3.939043 -0.1 0.0 0.1 -0.44
C -3.365540 -0.200940 -4.826651 -0.2 0.2 -0.1 -0.63
H -7.280722 3.912142 -2.588173 0.0 0.2 0.1 0.28
H -8.264853 2.448077 -3.076396 -0.2 -0.2 0.0 0.26
H -5.570419 3.326454 -4.239067 0.1 0.1 0.0 0.28
H -7.223212 0.776918 -4.627740 0.1 0.1 0.0 0.40
H -6.955674 1.877846 -5.998734 0.0 -0.1 0.2 0.27
H -5.910546 0.580700 -2.730339 -0.1 0.0 0.0 0.32
H -4.485366 -0.660633 -1.184397 -0.1 0.0 0.1 0.43
H -1.204121 -2.202092 -2.121084 -0.1 0.0 0.0 0.40
H -2.648102 -2.592261 -1.145462 0.2 0.1 -0.1 0.44
H -1.026850 0.518915 -1.942940 0.0 0.0 0.0 0.36
H 0.290604 -0.315835 -1.096314 0.0 0.1 0.0 0.21
H -0.644753 0.941319 -0.272489 0.0 0.0 0.0 0.46
H -2.231002 -0.364847 2.675036 0.0 0.0 -0.2 0.33
H -1.789720 0.919113 1.522629 0.0 -0.1 0.0 0.49
H 0.052879 -1.234708 2.359143 0.1 0.1 0.0 0.22
H 2.863020 1.729243 0.958134 0.0 0.1 -0.1 0.47
H 5.218678 1.217831 1.504105 0.1 0.0 -0.1 0.49
H 6.745420 1.505664 3.323119 0.0 0.1 0.0 0.48
H 9.084291 1.004603 3.888549 0.0 0.1 0.0 0.38
H 9.801137 -1.330458 4.238648 0.1 0.0 0.0 0.37
H 8.164041 -3.162483 4.011155 0.0 -0.1 0.0 0.38
H 5.828743 -2.665139 3.429133 -0.1 -0.1 0.0 0.47
H 3.901703 -1.615228 4.417014 0.0 0.0 0.1 0.51
H 1.575782 -1.122806 3.864147 -0.1 0.0 0.1 0.47
H -1.622471 -1.295401 -4.279253 0.1 0.0 0.0 0.32
H -3.069233 -0.063553 -5.854634 0.0 0.0 -0.1 0.43

---

2.
24
Properties=species:S:1:pos:R:3:forces:R:3:mulliken_charge:R:1 method="wB97M-V/def2-TZVPD" homo_lumo_gap_ha=0.29888 energy_ha=-442.817523 total_charge=+1
C -1.273103 0.471428 -0.573889 1.5 -1.4 0.5 -0.51
C -2.310051 0.570518 0.126057 -0.8 0.0 0.0 0.56
C -0.281819 -0.714756 -0.387992 -2.2 -1.7 0.9 -0.89
C 2.898650 -0.051516 0.823670 1.2 -2.2 -0.7 -0.39
C 2.209526 -1.228999 -0.037293 1.3 1.4 -1.5 -0.78
C 2.049650 1.165682 0.701843 -2.6 -1.6 1.0 -0.91
C 1.133569 -0.335295 -0.850838 -0.2 -3.0 -0.1 0.19
C -4.612067 0.028765 0.179119 1.1 -1.7 1.1 -0.60
N 1.394706 1.010793 -0.567007 1.1 3.1 -2.0 -0.43
O -3.343469 0.580471 0.758227 -0.2 0.6 0.0 -0.25
H -0.954822 1.260020 -1.193733 0.4 1.1 -0.8 0.48
H -0.408193 -1.132586 0.667864 0.6 0.9 -1.1 0.43
H -0.743726 -1.570740 -0.976447 0.9 1.0 0.3 0.45
H 2.923952 -0.417785 1.821042 0.6 -0.1 1.0 0.30
H 3.965127 0.118079 0.411564 -1.7 -0.1 0.9 0.25
H 2.994349 -1.630916 -0.807730 -1.6 0.5 1.6 0.28
H 1.822187 -2.061688 0.599995 0.1 0.8 -0.7 0.39
H 1.263125 1.439105 1.439616 0.4 -1.2 0.3 0.25
H 2.620575 1.997474 0.760892 1.9 2.8 -0.5 0.47
H 1.075868 -0.597820 -1.941789 0.7 0.7 0.9 0.42
H -5.334956 0.743464 0.451306 -1.0 0.4 0.5 0.27
H -4.590120 -0.961235 0.638657 -1.0 0.3 0.4 0.33
H -4.574468 -0.169851 -0.853574 0.6 0.5 -1.5 0.37
H 2.075515 1.487391 -1.189552 -1.1 -1.0 -0.4 0.32

---

3.
19
Properties=species:S:1:pos:R:3:forces:R:3:mulliken_charge:R:1 method="wB97M-V/def2-TZVPD" homo_lumo_gap_ha=0.45671 energy_ha=-198.863393 smiles=CCC.CC
C -0.925088 1.701712 0.666371 -0.6 0.3 -0.9 -1.05
C 0.552607 2.107742 0.683210 0.2 -1.1 0.2 -0.20
C 1.509189 0.884310 0.778352 0.2 1.3 1.0 -0.95
H -1.579571 2.548223 0.942019 0.3 -0.5 0.2 0.32
H -1.150185 0.802937 1.251029 0.2 0.5 0.5 0.27
H -1.312011 1.399680 -0.320258 0.5 0.2 -0.1 0.26
H 0.826336 2.785564 -0.110754 -0.1 0.1 -0.5 0.34
H 0.774703 2.642542 1.600339 -0.3 0.3 0.2 0.24
H 1.891269 0.393530 -0.094106 -0.6 -0.3 -0.9 0.26
H 2.457306 1.296466 1.203223 -0.7 -0.7 0.3 0.30
H 0.949721 0.194314 1.433187 1.0 -0.1 -0.1 0.21
C -0.238653 -2.039912 -1.741735 -1.5 -0.2 0.0 -0.83
C -0.821102 -2.071760 -0.323642 1.9 -1.5 0.7 -0.77
H 0.363167 -2.914160 -1.970565 -0.1 -0.3 0.2 0.32
H -1.121884 -2.074254 -2.445103 1.3 0.5 0.3 0.24
H 0.449210 -1.215645 -1.855035 -0.3 0.6 -0.4 0.25
H -0.013447 -2.155191 0.412876 0.4 0.5 -0.1 0.23
H -1.380724 -1.217941 0.023890 -0.7 0.0 -0.4 0.20
H -1.230843 -3.068157 -0.133298 -1.1 0.4 -0.2 0.35

---

4.
14
Properties=species:S:1:pos:R:3:forces:R:3:mulliken_charge:R:1 method="wB97M-V/def2-TZVPD" homo_lumo_gap_ha=0.37243 energy_ha=-324.706561 smiles="O=C1CC=CCN1"
O -2.369870 -0.970299 -0.563567 0.4 -0.1 0.3 -0.60
C -1.284448 -0.610227 -0.154499 -0.1 -0.1 0.2 0.20
C -1.075251 0.399045 0.947494 -0.1 0.1 0.0 -0.37
C 0.159713 1.226934 0.705077 0.2 0.0 -0.1 -0.32
C 1.142727 0.830071 -0.099513 -0.1 0.1 0.1 -0.33
C 1.123496 -0.490602 -0.810776 0.1 0.1 0.1 -0.41
N -0.096377 -1.206780 -0.512446 -0.1 0.0 0.1 -0.17
H -0.940594 -0.209939 1.856044 -0.1 0.2 -0.1 0.23
H -1.979067 0.992346 1.087128 0.1 0.1 -0.1 0.32
H 0.227734 2.181529 1.218694 0.0 -0.1 -0.1 0.36
H 2.006440 1.464364 -0.280570 -0.1 -0.1 0.1 0.36
H 1.984653 -1.100728 -0.508785 -0.1 0.1 0.0 0.30
H 1.230547 -0.327715 -1.897858 0.0 0.0 0.2 0.24
H -0.162390 -2.174825 -0.728131 -0.1 -0.4 -0.8 0.20

---

5.
37
Properties=species:S:1:pos:R:3:forces:R:3:mulliken_charge:R:1 method="wB97M-V/def2-TZVPD" homo_lumo_gap_ha=0.23372 energy_ha=-1757.596520
F 4.095903 -0.390028 3.466676 -0.4 0.6 -0.8 -0.25
C 3.028871 0.172029 2.851667 0.7 -0.1 -0.4 0.73
F 3.388518 1.455919 2.426552 0.2 -1.1 0.0 -0.28
F 2.825676 -0.550083 1.694889 0.1 1.0 1.2 -0.20
S 1.664837 0.412304 3.969656 -0.1 -0.7 -0.2 -0.16
N 0.304289 0.320445 -0.840798 0.6 0.5 0.0 -0.16
C 0.045239 -0.960607 -1.279877 0.4 -0.1 0.6 -0.09
O -0.173444 -1.934445 -0.557318 0.2 0.9 -1.0 -0.66
C 0.118632 -0.922752 -2.786301 -0.5 -0.8 -1.0 0.35
C 0.409700 0.382920 -3.152085 -0.5 0.1 -1.2 -0.04
C 0.346290 0.783165 -4.486772 0.1 -0.2 0.2 -0.47
C -0.063710 -0.144230 -5.459638 0.1 -0.2 0.6 -0.48
C -0.320793 -1.478105 -5.095259 0.1 0.4 0.2 -0.35
C -0.196050 -1.888398 -3.757461 0.1 0.5 0.2 -0.47
C 0.563665 1.169910 -1.889786 0.1 -0.9 1.3 0.71
O 0.935109 2.351366 -1.715901 -0.2 -0.7 -0.5 -0.89
H 0.604881 1.807479 -4.735104 -0.2 -0.1 -0.1 0.44
H -0.214961 0.172308 -6.490366 0.2 -0.1 0.2 0.38
H -0.651570 -2.186839 -5.857944 0.2 0.2 0.3 0.37
H -0.368595 -2.927818 -3.479557 -0.1 0.3 0.0 0.43
C -2.379294 1.072959 3.080910 0.0 0.2 -1.3 -0.85
Na 1.786867 1.756816 0.321391 -0.3 -0.2 0.0 0.91
C -1.432715 1.787523 1.156545 4.2 0.0 1.4 -0.91
C -0.411713 1.744807 2.132234 -1.6 1.8 -3.9 -0.51
C -0.963258 0.876335 3.166248 -0.4 0.0 1.6 0.09
C -2.479282 0.871070 1.657687 -1.4 1.2 2.0 0.34
C -2.444132 -0.547302 1.392118 -0.2 -1.4 -0.5 -0.71
C -1.448760 -1.232399 2.091632 -2.0 -0.3 1.0 -0.43
C 0.653200 -1.044842 3.459947 0.6 0.3 -0.4 -0.78
C -0.663006 -0.512436 3.030680 0.2 0.4 0.7 0.31
H -3.094203 1.461592 3.797190 -0.5 -1.8 0.5 0.40
H -1.432870 2.329389 0.221523 -0.1 -0.2 0.0 0.47
H 0.462642 2.383777 2.231178 -0.2 -0.2 0.1 1.08
H -3.066718 -1.059573 0.662572 0.8 0.2 -0.6 0.44
H -1.186725 -2.280143 1.891504 -0.3 0.5 -0.2 0.40
H 1.098006 -1.506611 2.581396 0.4 -0.3 0.2 0.46
H 0.659489 -1.745503 4.299976 -0.3 0.1 -0.2 0.39